[1]
A molecular structure, C15H35AlFN2O3. Source: the Open Molecules 2025 dataset; level of theory: ωB97M-V/def2-TZVPD.

highest occupied orbital energy	-4.6	eV
max |F|	0.809	eV Å⁻¹
HOMO-LUMO gap	7.2	eV
charge	-1
electronic energy	-1270.00187	hartree
2S+1	1
energy relative to the best compared isomer or geometry (same formula, charge and spin)	0.00	kcal per mole

```
57
C15H35AlFN2O3 | the Open Molecules 2025 dataset | ωB97M-V/def2-TZVPD
C -0.46 2.65 -0.66
C -1.75 6.57 -2.83
C -2.44 3.94 -3.58
O -0.72 6.57 -4.96
H -1.70 1.09 1.67
C 2.61 -5.46 3.81
H -1.36 7.58 -2.79
C -1.54 -4.10 1.87
C -0.07 -6.07 1.81
H 2.56 1.82 0.93
H -0.89 -6.79 1.69
H 2.70 -6.26 4.54
C 0.01 4.00 -3.40
H -1.90 -3.35 2.58
H 1.42 -3.58 0.25
C -1.07 -3.36 0.62
H 2.85 3.35 1.76
H -0.15 0.88 -1.85
H 0.29 -5.79 0.81
N -0.56 -4.94 2.57
C -1.19 5.91 -4.07
H 1.55 -3.02 1.93
H 0.87 4.33 -3.99
H -2.42 3.86 -2.48
H 0.41 3.31 -0.70
H -1.43 6.04 -1.93
H 0.80 2.20 3.32
H 3.57 -4.97 3.69
H -2.60 2.94 -3.98
C -0.60 1.87 -1.98
H -2.84 6.57 -2.83
H -3.28 4.55 -3.91
F 0.61 3.88 2.15
H -1.94 -2.85 0.21
C 1.07 -6.76 2.53
H -0.39 2.06 -4.13
C 0.07 2.49 -3.24
O -0.13 -2.35 0.88
H -1.32 3.33 -0.56
H 0.77 -7.02 3.55
H 0.51 0.14 0.43
Al -0.27 1.44 0.96
H 1.81 -1.88 0.61
H -0.70 -4.04 -0.15
C 0.94 2.47 2.27
N -1.19 4.48 -4.14
H 3.01 1.83 2.65
H 1.89 -4.72 4.18
H 0.09 4.50 -2.42
H 1.12 2.17 -3.26
H 1.31 -7.69 2.00
H -1.66 1.67 -2.20
H 0.22 -4.36 2.85
O 2.24 -5.96 2.54
C 1.22 -2.74 0.92
H -2.39 -4.73 1.60
C 2.42 2.34 1.88
```


[2]
2 unconnected molecules or ions with the total composition C15H35BBrFN3O10P2. Source: the Open Molecules 2025 dataset; level of theory: ωB97M-V/def2-TZVPD.

highest occupied orbital energy	-5.0	eV
max |F|	8.136	eV Å⁻¹
HOMO-LUMO gap	7.0	eV
charge	-1
electronic energy	-4890.60055	hartree
2S+1	1

```
68
C15H35BBrFN3O10P2 | the Open Molecules 2025 dataset | ωB97M-V/def2-TZVPD
O 0.61 -5.44 -1.84
C 3.06 -3.69 -0.71
P -0.76 -4.38 -1.51
B -2.65 0.34 -0.76
O -0.09 -0.21 0.19
O -1.62 -4.34 -2.84
H 2.10 0.97 0.02
C -1.69 -0.73 -2.95
H 1.74 -0.81 3.66
C 2.57 -2.13 -1.04
H 1.27 2.75 7.49
H 0.64 4.60 4.59
N -3.16 1.97 -5.61
H 4.18 1.79 0.94
H -1.31 -5.83 0.10
H 1.26 1.22 6.66
H -2.40 2.63 -5.90
H -2.75 2.21 -3.39
Br -0.18 1.91 -2.02
H -3.87 0.80 -3.94
H 1.99 3.35 -0.35
N 0.82 4.14 5.46
O 0.70 -0.66 -2.04
H 3.32 -1.74 -1.88
C 2.44 0.90 2.28
C 2.26 -0.70 2.60
P -0.86 -0.19 -1.35
H 3.21 -4.40 -1.62
H -2.02 -0.45 -5.16
H 0.50 -6.18 -1.16
C -5.03 0.01 -0.36
H -0.69 1.87 0.81
H -2.83 -0.97 -2.70
O 0.81 2.14 4.41
H 2.70 -1.42 -0.11
C -0.21 -2.65 -0.87
H 2.19 1.61 3.19
C -1.68 0.25 -4.24
H -0.18 0.64 2.11
H 3.30 -1.29 2.69
F 1.33 -2.65 -3.07
H -5.83 -0.86 -0.41
O 3.33 -4.13 0.54
C 1.60 1.45 0.99
H 4.65 0.17 1.78
H -5.22 0.61 0.63
N 1.17 2.23 6.63
H 0.18 -2.84 0.22
H -0.64 0.67 -4.58
H -4.08 2.48 -5.57
O -2.90 1.82 -0.82
C 1.07 -2.06 -1.71
C 0.93 2.79 5.44
O -3.67 -0.60 -0.26
H 0.92 4.69 6.30
C 4.05 1.17 1.94
C 1.73 3.10 0.76
H 1.62 -1.30 1.83
H 4.60 1.75 2.81
H 2.61 3.51 1.43
O -1.43 -1.79 -0.80
C -2.89 1.41 -4.23
H -3.25 2.12 0.09
H -5.18 0.65 -1.33
H -1.25 -1.78 -3.31
H 0.70 3.56 1.12
O -1.82 -5.03 -0.24
C 0.00 0.95 0.97
```